Entry 1:
A molecular structure, C7H14O2 at a distorted geometry. Source: the OMol25 dataset; level of theory: ωB97M-V/def2-TZVPD.

The gap between HOMO and LUMO is 8.50 eV. The strongest force on any atom is 5.7 eV/Å. As for the HOMO energy: -0.284 Ha. For the relative energy (zero: lowest compared OMol25 entry of this formula, charge and spin), the calculation gives 55.7 kcal/mol. The value obtained for the LUMO energy is 0.8 eV.

Atoms and positions in Å:
C 0.182 0.964 -0.134
C -0.813 -0.111 0.047
C 1.236 -0.394 0.770
C 0.153 -1.282 0.183
C -1.783 0.048 1.201
C -1.809 -0.056 -1.431
C 2.651 -0.532 0.272
O -0.122 2.145 0.486
O 0.911 1.196 -1.265
H 0.558 2.802 0.290
H 0.450 0.922 -2.067
H 1.177 -0.281 1.850
H -0.231 -2.077 0.824
H 0.433 -1.706 -0.785
H -1.256 0.044 2.153
H -2.319 0.991 1.134
H -2.504 -0.769 1.180
H -1.190 -0.106 -2.323
H -2.401 -0.967 -1.390
H -2.433 0.833 -1.406
H 3.256 -1.077 0.996
H 3.129 0.439 0.118
H 2.724 -1.025 -0.702

=====

Entry 2:
C7H14O2S3 in the gas phase at a distorted geometry. Source: the OMol25 dataset; level of theory: ωB97M-V/def2-TZVPD.

The gap between HOMO and LUMO is 9.35 eV. The strongest force on any atom is 5.0 eV/Å. As for the HOMO energy: -0.325 Ha. For the relative energy (zero: lowest compared OMol25 entry of this formula, charge and spin), the calculation gives 75.4 kcal/mol. The structure (SMILES) is C=C(OCCCCO)C(S)(S)S. The value obtained for the LUMO energy is 0.5 eV.

Atoms and positions in Å:
C 0.859 -0.760 -2.135
C 0.632 0.595 -1.918
O -0.303 1.313 -1.187
C -0.984 0.442 -0.185
C -0.155 0.168 0.965
C -1.091 -0.619 1.951
C -0.231 -1.315 3.026
O -1.056 -1.865 4.038
C 1.530 1.789 -2.711
S 2.763 1.070 -3.836
S 0.263 2.835 -3.482
S 2.331 2.808 -1.454
H 0.426 -1.665 -1.733
H 1.739 -0.828 -2.781
H -1.916 1.063 0.000
H -1.171 -0.489 -0.755
H 0.668 -0.576 0.588
H 0.254 1.129 1.378
H -1.796 0.115 2.545
H -1.655 -1.389 1.554
H 0.258 -2.286 2.621
H 0.541 -0.555 3.511
H -1.811 -2.232 3.727
H 3.746 1.985 -3.440
H -0.597 1.844 -4.096
H 1.218 3.185 -0.760

=====

Entry 3:
A molecular structure, C7H14O4 at a distorted geometry. Source: the OMol25 dataset; level of theory: ωB97M-V/def2-TZVPD.

The gap between HOMO and LUMO is 10.06 eV. The strongest force on any atom is 9.6 eV/Å. As for the HOMO energy: -0.351 Ha. For the relative energy (zero: lowest compared OMol25 entry of this formula, charge and spin), the calculation gives 297.6 kcal/mol. The value obtained for the LUMO energy is 0.5 eV.

Atoms and positions in Å:
C -2.448 -1.293 -0.710
C -0.880 0.241 -0.225
C -2.138 0.825 0.463
C -0.137 -0.453 0.891
C 1.159 -0.588 0.122
C 1.944 0.489 0.101
C 1.038 1.653 -0.451
H -3.218 -1.397 -1.798
H -3.079 -0.308 0.329
H -1.873 -2.234 -0.116
H -1.552 1.842 0.820
H -3.048 1.041 -0.111
H -2.477 0.380 1.414
H -0.019 0.358 1.676
H -0.319 -1.437 1.299
H 0.834 -0.608 -1.181
H 1.944 -1.578 0.394
H 2.480 0.450 1.033
H 1.699 2.252 -1.173
H 0.806 2.183 0.616
H 3.311 -1.636 -0.339
O -1.243 -0.633 -1.097
O -0.111 1.153 -1.071
O 3.215 0.173 -0.740
O 4.110 -0.875 -0.147

=====

Entry 4:
C7H14O4 in the gas phase at a distorted geometry. Source: the OMol25 dataset; level of theory: ωB97M-V/def2-TZVPD.

The gap between HOMO and LUMO is 10.16 eV. The strongest force on any atom is 1.2 eV/Å. As for the HOMO energy: -0.352 Ha. For the relative energy (zero: lowest compared OMol25 entry of this formula, charge and spin), the calculation gives 0.0 kcal/mol. The structure (SMILES) is COCCCCCOC(=O)O. The value obtained for the LUMO energy is 0.6 eV.

Atoms and positions in Å:
C 2.058 -1.393 1.615
O 2.893 -0.817 0.630
C 2.168 -0.422 -0.519
C 1.577 0.996 -0.370
C 0.098 1.105 -0.809
C -0.806 1.399 0.391
C -2.294 1.102 0.175
O -2.571 0.177 -0.888
C -2.417 -1.111 -0.563
O -1.754 -1.539 0.356
O -3.158 -1.909 -1.393
H 1.078 -0.913 1.651
H 2.530 -1.275 2.585
H 1.898 -2.449 1.393
H 1.380 -1.146 -0.733
H 2.897 -0.416 -1.326
H 2.195 1.706 -0.912
H 1.664 1.238 0.688
H -0.009 1.887 -1.559
H -0.173 0.165 -1.280
H -0.668 2.442 0.661
H -0.466 0.768 1.209
H -2.726 0.725 1.097
H -2.835 2.008 -0.081
H -2.561 -2.327 -2.018